# 1
The following is a quantum chemistry calculation of a cluster of 3 separate species, C16H25ClF4N2O9PS3 in total in a non-equilibrium geometry, from the OMol25 dataset.

Results
- Gap between HOMO and LUMO: 5.316 eV
- Maximum force: 0.2193 hartree/bohr
- HOMO energy: -12.233 eV
- LUMO: -6.92 eV

ORCA input file:
```
! wB97M-V def2-TZVPD RIJCOSX def2/J DEFGRID3
* xyz 1 1
O 3.111 -4.749 -3.088
P 3.419 -3.672 -1.929
O 2.212 -3.971 -0.664
O 4.952 -4.150 -1.238
C 3.334 -1.878 -2.551
C 4.788 -1.068 -2.715
F 6.113 -1.660 -2.416
C 4.583 0.514 -3.219
N 3.279 1.148 -3.506
N 2.144 0.408 -3.346
S 0.675 1.372 -3.685
O -0.349 0.639 -4.577
O 1.085 2.656 -4.512
C -0.079 2.087 -2.084
F 0.627 1.573 -0.851
F -1.554 1.943 -2.019
F 0.181 3.576 -2.060
C 1.947 -1.023 -2.916
C 0.544 -1.847 -2.760
C -0.374 -1.369 -1.446
C -1.248 -2.731 -1.023
Cl -2.268 -3.327 -2.495
H 2.176 -3.076 -0.185
H 5.073 -3.588 -0.409
H 5.575 1.167 -3.323
H -0.159 -1.805 -3.724
H 0.701 -3.017 -2.582
H 0.325 -1.053 -0.550
H -1.177 -0.570 -1.739
H -2.037 -2.503 -0.172
H -0.556 -3.621 -0.709
C 2.561 1.997 3.093
C 1.502 3.072 3.337
C 0.176 2.359 3.595
S 0.592 0.768 4.292
O 0.190 -0.263 3.358
O 0.204 0.743 5.689
C 2.360 0.964 4.191
H 3.573 2.412 3.111
H 2.401 1.537 2.110
H 1.780 3.664 4.217
H 1.422 3.761 2.490
H -0.448 2.913 4.301
H -0.374 2.189 2.666
H 2.830 0.004 3.969
H 2.711 1.341 5.156
C -5.166 0.806 -0.217
C -5.732 -0.161 0.822
C -4.552 -0.741 1.600
S -3.263 0.494 1.547
O -2.150 -0.034 0.785
O -3.096 1.067 2.868
C -4.145 1.657 0.525
H -5.949 1.421 -0.669
H -4.673 0.241 -1.017
H -6.392 0.386 1.507
H -6.326 -0.953 0.357
H -4.818 -0.944 2.641
H -4.170 -1.651 1.129
H -3.451 2.172 -0.141
H -4.638 2.376 1.185
*
```

Atomic partial charges in e from the natural (NBO) method, atoms 1 to 5: number 1, O, carries -0.944; number 2, P, carries 2.121; number 3, O, carries -0.891; number 4, O, carries -0.872; number 5, C, carries -0.457

***

# 2
The following is a quantum chemistry calculation of a structure of composition C16H25CrI2LuN3O4S2 in a non-equilibrium geometry, from the OMol25 dataset.

Results
- Gap between HOMO and LUMO (alpha / beta): 6.585 / 6.698 eV
- Maximum force: 0.1654 hartree/bohr
- HOMO energy (alpha / beta): -21.179 / -21.187 eV
- LUMO (alpha / beta): -14.59 / -14.49 eV

ORCA input file:
```
! wB97M-V def2-TZVPD RIJCOSX def2/J DEFGRID3
* xyz 4 4
I -2.842 2.455 0.132
I -1.298 3.965 -1.643
Lu 0.750 1.204 -1.686
Cr -1.296 -0.079 0.259
S -1.281 -0.405 -1.895
S 0.442 1.409 0.821
C -2.524 -1.520 0.513
C -2.831 -0.213 -3.084
C 1.704 2.247 2.218
C -2.655 1.060 -3.884
C -2.771 -1.453 -3.979
C -4.078 -0.211 -2.225
C 1.600 3.739 1.913
C 3.084 1.669 1.966
C 1.138 1.876 3.577
C 1.173 0.198 -3.832
C 2.986 1.296 -2.512
O -3.059 -2.555 0.482
O 1.474 -0.473 -4.715
O 4.047 1.169 -2.958
H -1.731 1.036 -4.473
H -2.611 1.943 -3.234
H -3.506 1.176 -4.571
H -1.856 -1.466 -4.585
H -3.638 -1.455 -4.658
H -2.800 -2.372 -3.379
H -4.129 -1.102 -1.588
H -4.956 -0.193 -2.888
H -4.108 0.677 -1.579
H 2.226 4.314 2.613
H 0.559 4.081 2.007
H 1.933 3.958 0.887
H 3.802 2.103 2.682
H 3.431 1.898 0.946
H 3.081 0.578 2.096
H 1.757 2.315 4.376
H 1.122 0.787 3.714
H 0.110 2.247 3.689
C 0.379 -3.251 3.977
N 0.757 -2.624 2.711
C 2.061 -2.577 2.310
C 2.372 -1.973 1.111
C 1.323 -1.568 0.306
N 0.059 -1.492 0.728
C -0.200 -1.885 2.048
O -1.262 -1.564 2.629
N 1.547 -1.053 -0.996
H 1.275 -3.683 4.435
H -0.359 -4.046 3.792
H -0.065 -2.509 4.655
H 2.784 -3.034 2.981
H 3.403 -1.879 0.762
H 2.517 -1.210 -1.287
H 0.960 -1.554 -1.685
*
```

Atomic partial charges in e from the natural (NBO) method, atoms 1 to 5: number 1, I, carries 0.342; number 2, I, carries 0.298; number 3, Lu, carries 1.415; number 4, Cr, carries 0.749; number 5, S, carries -0.285

***

# 3
The following is a quantum chemistry calculation of a cluster of 2 separate species, C16H25F3N2O4PS in total in a non-equilibrium geometry, from the OMol25 dataset.

Results
- Gap between HOMO and LUMO: 3.263 eV
- Maximum force: 0.1186 hartree/bohr
- HOMO energy: -2.283 eV
- LUMO: 0.98 eV

ORCA input file:
```
! wB97M-V def2-TZVPD RIJCOSX def2/J DEFGRID3
* xyz -1 1
C 5.122 0.424 1.866
C 3.706 -0.392 1.767
C 3.119 -0.338 0.266
C 1.499 -0.443 0.292
C 0.738 -1.798 0.039
C 1.489 -3.173 -0.207
F 2.747 -3.293 0.504
F 1.656 -3.328 -1.626
F 0.757 -4.340 0.220
C -0.854 -1.685 0.036
C -1.847 -2.922 -0.264
O -2.385 -3.530 0.952
C -3.703 -3.000 1.210
C -3.830 -2.105 2.559
O -4.706 -3.189 0.467
C -1.601 -0.304 0.315
C -0.698 0.924 0.592
C -1.488 2.323 0.868
N -1.698 3.085 -0.407
C -3.127 2.996 -0.863
N 0.800 0.834 0.566
P 1.630 2.373 0.911
S 1.548 3.609 -0.619
H 5.297 0.829 2.926
H 5.984 -0.300 1.593
H 5.148 1.303 1.122
H 3.916 -1.447 2.160
H 2.955 0.092 2.483
H 3.578 -1.197 -0.366
H 3.476 0.628 -0.275
H -1.303 -3.675 -0.953
H -2.693 -2.477 -0.924
H -4.938 -2.085 2.844
H -3.185 -2.618 3.374
H -3.393 -1.077 2.293
H -2.741 -0.198 0.328
H -2.550 2.020 1.232
H -1.032 2.935 1.720
H -1.481 4.086 -0.307
H -3.610 1.971 -0.662
H -3.208 3.167 -2.004
H -3.736 3.826 -0.331
H 3.028 2.207 1.191
H 1.080 3.005 2.101
O -1.404 0.818 -4.599
C -0.180 0.419 -4.308
C 0.313 1.150 -2.942
O 1.542 0.761 -2.654
H 0.608 0.631 -5.053
H -0.031 -0.661 -4.131
H -0.470 0.930 -2.192
H 0.157 2.230 -3.111
*
```

Atomic partial charges in e from the natural (NBO) method, atoms 1 to 5: number 1, C, carries -0.632; number 2, C, carries -0.407; number 3, C, carries -0.479; number 4, C, carries 0.306; number 5, C, carries -0.165

***

# 4
The following is a quantum chemistry calculation of a structure of composition C16H25HfNO8S6 in a non-equilibrium geometry, from the OMol25 dataset.

Results
- Gap between HOMO and LUMO: 8.599 eV
- Maximum force: 0.0275 hartree/bohr
- HOMO energy: -14.099 eV
- LUMO: -5.50 eV

ORCA input file:
```
! wB97M-V def2-TZVPD RIJCOSX def2/J DEFGRID3
* xyz 2 1
Hf 0.322 -0.012 -0.072
C -3.900 0.270 0.804
C -4.116 -0.004 -0.669
S -2.703 -0.854 -1.431
C -2.920 -0.239 -3.122
C -1.609 0.120 -3.795
S -0.464 1.123 -2.842
C -1.271 2.695 -2.548
C -0.292 3.503 -1.707
S 0.199 2.799 -0.102
C -1.119 3.417 0.985
C -2.507 2.822 0.787
S -2.357 1.084 1.215
H -3.872 -0.655 1.382
H -4.725 0.862 1.203
H -4.276 0.934 -1.202
H -5.010 -0.615 -0.796
H -3.568 0.636 -3.082
H -3.430 -0.990 -3.724
H -1.803 0.633 -4.738
H -1.034 -0.774 -4.034
H -2.228 2.553 -2.049
H -1.443 3.216 -3.491
H -0.684 4.496 -1.487
H 0.641 3.644 -2.254
H -1.133 4.498 0.842
H -0.761 3.233 1.999
H -2.882 2.988 -0.220
H -3.190 3.309 1.487
O 0.271 0.419 2.021
S -0.210 -0.932 2.489
O -1.234 -0.994 3.461
O -0.596 -1.520 1.148
C 1.273 -1.608 3.210
C 1.108 -2.206 4.442
C 2.225 -2.586 5.192
C 3.495 -2.345 4.724
C 3.677 -1.753 3.470
C 2.582 -1.387 2.718
S 2.868 -0.837 1.069
O 2.459 0.560 0.855
O 4.193 -1.194 0.655
O 1.802 -1.611 0.333
H 0.115 -2.355 4.837
H 2.079 -3.057 6.154
H 4.357 -2.622 5.313
H 4.671 -1.602 3.074
N 3.450 -2.465 -1.932
C 2.754 -1.545 -2.902
C 1.644 -0.850 -2.132
O 0.553 -1.429 -1.899
O 1.893 0.264 -1.602
H 4.170 -3.015 -2.405
H 2.782 -3.111 -1.500
H 3.901 -1.938 -1.152
H 2.359 -2.147 -3.719
H 3.491 -0.829 -3.258
*
```

Atomic partial charges in e from the natural (NBO) method, atoms 1 to 5: number 1, Hf, carries 2.080; number 2, C, carries -0.554; number 3, C, carries -0.523; number 4, S, carries 0.290; number 5, C, carries -0.536

***

# 5
The following is a quantum chemistry calculation of a structure of composition C16H25I2N3OP2, from the OMol25 dataset.

Results
- Gap between HOMO and LUMO: 8.221 eV
- Maximum force: 0.0063 hartree/bohr
- HOMO energy: -8.327 eV
- LUMO: -0.11 eV

ORCA input file:
```
! wB97M-V def2-TZVPD RIJCOSX def2/J DEFGRID3
* xyz 0 1
C 1.962 2.153 -1.550
C 0.554 1.688 -1.188
I -0.847 2.390 -2.674
C 0.404 0.174 -1.020
I 1.794 -0.327 0.565
P -1.327 -0.352 -0.502
C -1.248 -2.147 -0.022
C -0.947 -2.458 1.455
C -0.005 -3.663 1.662
O 0.865 -3.918 0.561
P -2.310 -0.787 -2.467
N -3.668 -0.054 -2.709
H 1.949 3.072 -2.131
H 2.482 1.389 -2.134
H 2.547 2.339 -0.647
H 0.194 2.168 -0.278
H 0.791 -0.363 -1.888
H -2.282 -2.445 -0.219
H -0.609 -2.736 -0.685
H -0.553 -1.579 1.968
H -1.891 -2.694 1.951
H -0.597 -4.571 1.795
H 0.573 -3.514 2.578
H 1.753 -3.616 0.783
H -1.314 -0.716 -3.467
H -2.444 -2.183 -2.321
H -3.688 0.558 -3.515
N -4.910 -1.510 1.003
C -5.778 -1.810 1.967
C -6.637 -0.885 2.539
C -6.594 0.425 2.088
C -5.698 0.751 1.084
C -4.883 -0.248 0.571
H -5.786 -2.842 2.301
H -7.321 -1.189 3.321
H -7.248 1.177 2.512
H -5.626 1.757 0.692
H -4.171 -0.035 -0.213
N 5.114 2.899 0.210
C 6.144 3.740 0.247
C 7.445 3.372 -0.064
C 7.691 2.060 -0.436
C 6.627 1.173 -0.479
C 5.364 1.640 -0.146
H 5.920 4.760 0.539
H 8.242 4.101 -0.016
H 8.693 1.736 -0.688
H 6.767 0.139 -0.763
H 4.504 0.981 -0.169
*
```

Atomic partial charges in e from the natural (NBO) method, atoms 1 to 5: number 1, C, carries -0.659; number 2, C, carries -0.328; number 3, I, carries 0.089; number 4, C, carries -0.622; number 5, I, carries 0.094

***

# 6
The following is a quantum chemistry calculation of a structure of composition C16H25N6SZn, from the OMol25 dataset.

Results
- Gap between HOMO and LUMO: 8.822 eV
- Maximum force: 0.0177 hartree/bohr
- HOMO energy: -11.498 eV
- LUMO: -2.68 eV

ORCA input file:
```
! wB97M-V def2-TZVPD RIJCOSX def2/J DEFGRID3
* xyz 1 1
Zn -0.902 0.090 -0.418
N -0.524 -1.774 -1.750
C 0.759 -1.670 -2.453
C 1.279 -0.232 -2.386
N 1.399 0.262 -1.006
C 2.616 -0.326 -0.423
C 2.956 0.021 1.026
N 1.922 -0.435 1.953
C 1.438 1.730 -1.002
C 0.880 2.368 0.289
N 0.044 1.422 1.030
H -1.279 -1.642 -2.415
H -0.648 -2.708 -1.374
H 1.479 -2.351 -1.996
H 0.672 -1.951 -3.509
H 2.241 -0.178 -2.915
H 0.566 0.404 -2.911
H 2.520 -1.412 -0.485
H 3.490 -0.035 -1.028
H 3.934 -0.441 1.236
H 3.074 1.097 1.156
H 1.815 -1.442 1.883
H 2.191 -0.228 2.910
H 2.453 2.101 -1.190
H 0.807 2.067 -1.825
H 1.698 2.755 0.909
H 0.264 3.219 -0.014
H 0.661 0.745 1.509
H -0.464 1.926 1.751
S -1.547 -3.280 2.857
C -2.628 -1.972 3.089
C -2.404 -1.003 2.163
N -1.405 -1.276 1.286
C -0.867 -2.432 1.534
H -3.350 -1.995 3.880
H -2.947 -0.081 2.076
H -0.056 -2.842 0.967
N -3.012 5.203 -5.200
C -2.859 4.374 -4.424
C -2.615 3.340 -3.488
C -2.405 2.036 -3.936
C -2.058 1.047 -3.033
C -1.898 1.299 -1.667
C -2.195 2.597 -1.244
C -2.545 3.607 -2.123
H -2.495 1.816 -4.990
H -1.909 0.049 -3.424
H -2.159 2.835 -0.189
H -2.748 4.606 -1.762
*
```

Atomic partial charges in e from the natural (NBO) method, atoms 1 to 5: number 1, Zn, carries 1.586; number 2, N, carries -0.903; number 3, C, carries -0.236; number 4, C, carries -0.241; number 5, N, carries -0.525

***

# 7
The following is a quantum chemistry calculation of the molecule C16H25NO3, from the OMol25 dataset.

Results
- Gap between HOMO and LUMO: 8.973 eV
- Maximum force: 0.0145 hartree/bohr
- HOMO energy: -8.315 eV
- LUMO: 0.66 eV

ORCA input file:
```
! wB97M-V def2-TZVPD RIJCOSX def2/J DEFGRID3
* xyz 0 1
C 1.025 2.857 0.474
H 0.814 3.907 0.661
H 0.104 2.297 0.617
H 1.350 2.742 -0.556
C 2.126 2.377 1.418
N 2.571 1.039 1.046
H 3.300 0.737 1.682
C 1.653 -0.039 0.794
H 2.255 -0.848 0.366
H 0.920 0.274 0.049
C 0.902 -0.623 2.012
C 0.096 -1.884 1.648
O -1.117 -1.561 1.013
C -1.212 -1.447 -0.350
C -2.422 -0.904 -0.796
C -2.647 -0.781 -2.147
C -1.685 -1.182 -3.071
C -0.492 -1.714 -2.635
C -0.256 -1.851 -1.273
H 0.682 -2.277 -0.955
H 0.262 -2.033 -3.340
C -2.162 -0.930 -4.471
H -1.927 -1.749 -5.151
H -1.692 -0.023 -4.863
C -3.676 -0.729 -4.293
H -4.092 -0.039 -5.025
H -4.182 -1.689 -4.403
C -3.850 -0.226 -2.851
H -4.788 -0.554 -2.403
H -3.824 0.867 -2.813
H -3.155 -0.603 -0.065
H -0.200 -2.390 2.577
H 0.708 -2.579 1.066
O 1.876 -0.914 3.002
H 1.448 -1.322 3.763
H 0.183 0.115 2.400
C 3.366 3.269 1.268
H 4.097 3.011 2.030
H 3.810 3.118 0.288
H 3.101 4.316 1.383
C 1.630 2.488 2.888
O 2.455 1.812 3.801
H 2.449 0.867 3.571
H 0.592 2.132 2.967
H 1.644 3.538 3.191
*
```

Atomic partial charges in e from the natural (NBO) method, atoms 1 to 5: number 1, C, carries -0.623; number 2, H, carries 0.215; number 3, H, carries 0.205; number 4, H, carries 0.221; number 5, C, carries 0.089

***

# 8
The following is a quantum chemistry calculation of a cluster of 2 separate species, C16H25NO8 in total in a non-equilibrium geometry, from the OMol25 dataset.

Results
- Gap between HOMO and LUMO: 10.016 eV
- Maximum force: 0.0482 hartree/bohr
- HOMO energy: -9.749 eV
- LUMO: 0.27 eV

ORCA input file:
```
! wB97M-V def2-TZVPD RIJCOSX def2/J DEFGRID3
* xyz 0 1
C 0.233 6.082 0.383
C 0.774 4.685 0.323
O 0.699 3.945 1.266
O 1.384 4.280 -0.828
C 0.459 4.028 -1.887
C 0.581 2.582 -2.349
C -0.493 1.734 -1.675
C -0.282 0.225 -1.829
C -0.767 -0.581 -0.640
C -2.065 -0.133 0.027
C -3.207 0.262 -0.950
C -3.859 1.523 -0.480
O -3.937 2.533 -1.120
O -4.367 1.414 0.788
C 0.323 -0.492 0.495
C 1.079 -1.798 0.391
O 1.609 -2.239 1.659
C 2.158 -1.307 2.363
N 2.410 -0.434 3.081
C -0.043 -2.713 -0.091
O -0.254 -3.861 0.165
O -0.785 -1.990 -0.928
H 0.427 6.442 1.385
H 0.713 6.759 -0.314
H -0.841 6.102 0.236
H 0.599 4.710 -2.720
H -0.559 4.179 -1.530
H 0.446 2.551 -3.426
H 1.570 2.197 -2.128
H -1.449 1.990 -2.116
H -0.540 2.027 -0.627
H 0.755 -0.022 -2.031
H -0.849 -0.104 -2.700
H -2.416 -0.942 0.656
H -1.810 0.730 0.628
H -2.845 0.402 -1.956
H -3.943 -0.537 -0.975
H -3.923 2.043 1.366
H 0.893 0.424 0.454
H -0.241 -0.610 1.416
H 1.878 -1.833 -0.344
C 2.814 -5.628 2.471
C 2.247 -6.540 1.399
O 0.831 -6.462 1.320
H 2.387 -5.878 3.443
H 3.900 -5.720 2.531
H 2.566 -4.588 2.262
H 2.484 -7.579 1.625
H 2.680 -6.299 0.421
H 0.572 -5.562 1.088
*
```

Atomic partial charges in e from the natural (NBO) method, atoms 1 to 5: number 1, C, carries -0.747; number 2, C, carries 0.812; number 3, O, carries -0.548; number 4, O, carries -0.543; number 5, C, carries -0.063

***

# 9
The following is a quantum chemistry calculation of the molecule C16H25O5P, from the OMol25 dataset.

Results
- Gap between HOMO and LUMO: 9.184 eV
- Maximum force: 0.0111 hartree/bohr
- HOMO energy: -8.894 eV
- LUMO: 0.29 eV

ORCA input file:
```
! wB97M-V def2-TZVPD RIJCOSX def2/J DEFGRID3
* xyz 0 1
C 2.705 2.239 0.453
C 2.516 0.880 -0.272
C 3.253 0.949 -1.618
C 3.030 -0.301 0.575
C 2.417 -0.340 1.978
C 2.836 -1.645 -0.161
O 2.095 -2.614 0.611
C 1.195 -3.339 -0.096
O 1.174 -4.534 -0.109
O 0.304 -2.559 -0.776
C -1.031 -2.492 -0.194
C -1.157 -1.129 0.500
C -2.569 -0.550 0.792
C -2.680 0.903 0.385
C -3.307 1.349 -0.771
C -3.335 2.696 -1.099
C -2.733 3.627 -0.273
C -2.109 3.206 0.892
C -2.091 1.858 1.211
P -2.092 -3.003 -1.649
O -2.461 -1.511 -2.255
O -3.451 -3.400 -0.786
H 3.250 2.938 -0.184
H 1.752 2.704 0.708
H 3.291 2.140 1.367
H 1.442 0.762 -0.446
H 3.346 -0.022 -2.105
H 2.733 1.612 -2.312
H 4.260 1.344 -1.458
H 4.107 -0.136 0.701
H 2.653 0.558 2.543
H 2.781 -1.202 2.534
H 1.331 -0.410 1.909
H 2.341 -1.485 -1.116
H 3.811 -2.093 -0.368
H -1.105 -3.277 0.564
H -0.675 -1.263 1.473
H -0.553 -0.388 -0.025
H -2.706 -0.557 1.876
H -3.371 -1.162 0.387
H -3.786 0.644 -1.435
H -3.817 3.031 -2.009
H -2.741 4.682 -0.517
H -1.626 3.913 1.553
H -1.607 1.532 2.125
H -3.400 -1.316 -2.191
H -4.220 -2.838 -0.913
*
```

Atomic partial charges in e from the natural (NBO) method, atoms 1 to 5: number 1, C, carries -0.617; number 2, C, carries -0.199; number 3, C, carries -0.608; number 4, C, carries -0.238; number 5, C, carries -0.602